The following is a DFT calculation (ωB97M-V with the def2-TZVPD basis set) of a 3-piece molecular cluster, C36H29F5N3O4S overall.

Summary:
* maximum force: 5.23 eV/A
* Kohn-Sham gap: 0.2880 Ha
* total charge: +1
* HOMO: -11.50 eV
* E_LUMO: -3.660 eV

```
78
C36H29F5N3O4S | the OMol25 dataset | ωB97M-V with the def2-TZVPD basis set
F 5.49352 4.02726 -0.50573
C 5.05876 2.71750 -0.82465
F 4.12413 2.86676 -1.84697
F 6.22384 2.05980 -1.27294
C 4.48292 2.09924 0.52369
F 5.50441 2.29386 1.50182
F 3.37982 2.86802 1.00498
C 4.19914 0.54068 0.49164
C 3.51414 0.00825 -0.84619
C 2.09580 0.67032 -1.18720
N 0.94697 -0.27802 -1.16104
C -0.18416 0.12680 -0.60408
N -1.46643 -0.62249 -0.49715
C -2.42848 0.45267 -0.97111
C -1.82176 1.85316 -0.48055
S -1.44065 3.17199 -1.72631
N -0.50605 1.38776 0.04930
H 5.22547 0.02939 0.55597
H 3.60377 0.26930 1.42121
H 4.24700 0.05003 -1.71795
H 3.31372 -1.11273 -0.67843
H 2.17383 1.05137 -2.26918
H 1.94492 1.59250 -0.54818
H 0.92747 -1.21978 -1.58037
H -1.42578 -1.21620 -1.34560
H -2.68081 0.48566 -2.07839
H -3.42333 0.36208 -0.43561
H -2.43717 2.29774 0.36312
H -0.48394 3.97914 -1.11344
H -0.38348 1.43311 1.07367
C 1.23752 -1.81596 -6.93265
C 1.13427 -2.68305 -8.01759
C 0.53260 -3.92623 -7.86086
C 0.04232 -4.31160 -6.61408
C 0.16735 -3.45319 -5.52128
C 0.75633 -2.19885 -5.68665
C -0.30473 -3.87013 -4.18117
O -0.19887 -3.11613 -3.22208
C -0.89839 -5.21498 -4.01662
C -1.29523 -5.64413 -2.74933
C -1.86611 -6.90107 -2.58761
C -2.05152 -7.73048 -3.69099
C -1.65267 -7.30942 -4.95429
C -1.06653 -6.05486 -5.11816
C -0.61300 -5.63081 -6.46195
O -0.77060 -6.35623 -7.42571
H 1.69904 -0.84225 -7.05824
H 1.52141 -2.38840 -8.98695
H 0.45028 -4.59536 -8.71070
H 0.84453 -1.52118 -4.84436
H -1.15670 -5.00214 -1.88598
H -2.16906 -7.23461 -1.60086
H -2.50364 -8.70837 -3.56513
H -1.79523 -7.96177 -5.80914
C 0.57087 3.14872 2.93784
C 1.45239 2.66083 3.90054
C 1.03793 2.53155 5.22058
C -0.25732 2.90117 5.58475
C -1.13097 3.41177 4.62568
C -0.71779 3.52437 3.29827
C -2.49302 3.85413 5.00777
O -3.25631 4.29623 4.16711
C -2.90572 3.75760 6.42556
C -4.16310 4.22289 6.81091
C -4.56432 4.12412 8.13822
C -3.71589 3.55227 9.08363
C -2.46017 3.09240 8.70534
C -2.04841 3.20284 7.37721
C -0.69567 2.74255 6.99171
O 0.04944 2.24614 7.81650
H 0.89232 3.24162 1.90466
H 2.46226 2.37971 3.62039
H 1.72603 2.14658 5.96573
H -1.39831 3.90915 2.54514
H -4.83004 4.66644 6.07929
H -5.54040 4.49131 8.43664
H -4.03277 3.46917 10.11769
H -1.80201 2.65245 9.44692
```

Löwdin atomic charge list, values in e, 6 entries: atom 1 (F): 0.098, atom 2 (C): -0.355, atom 3 (F): 0.116, atom 4 (F): 0.114, atom 5 (C): -0.311, atom 6 (F): 0.058

***

The following is a DFT calculation (ωB97M-V with the def2-TZVPD basis set) of C36H29GeN5O2S3Ti as an isolated structure.

Summary:
* maximum force: 2.22 eV/A
* Kohn-Sham gap: 0.1162 Ha
* total charge: -2
* HOMO: 1.16 eV
* E_LUMO: 4.323 eV

```
77
C36H29GeN5O2S3Ti | the OMol25 dataset | ωB97M-V with the def2-TZVPD basis set
Ti -0.43380 -0.78834 0.30489
S -3.42407 0.20256 2.61635
C -3.36046 -0.95825 1.43706
N -2.33724 -1.35746 0.65525
C -2.64215 -2.46615 -0.10891
C -1.74986 -3.15995 -0.93534
C -2.20076 -4.24670 -1.66720
C -3.51823 -4.67798 -1.58390
C -4.41415 -4.02139 -0.74717
C -3.96688 -2.93192 -0.02111
S -4.84060 -1.94280 1.10897
H -0.71242 -2.85991 -1.00049
H -1.50454 -4.77118 -2.31071
H -3.85382 -5.53096 -2.16183
H -5.44281 -4.34993 -0.66220
N 5.63612 -1.32861 4.84781
C 4.96098 -1.13129 3.62413
C 5.65561 -1.20423 2.41840
C 4.98500 -0.99441 1.22188
C 3.63822 -0.69314 1.22924
C 2.93994 -0.58041 2.42373
C 3.60439 -0.81643 3.61475
S 2.79926 -0.38882 -0.31312
O 2.42207 1.00880 -0.28699
O 3.71324 -0.73940 -1.38166
N 1.47173 -1.30202 -0.29301
C 1.40912 -2.35779 0.59531
N 0.24094 -2.25115 1.33452
C -0.01050 -3.25049 2.25577
C 0.90922 -4.27360 2.41520
C 2.05566 -4.28006 1.63649
N 2.30046 -3.29852 0.70131
H 6.44107 -1.92785 4.75776
H 5.02176 -1.66384 5.57424
H 6.71448 -1.44076 2.41678
H 5.48652 -1.08468 0.26698
H 1.88580 -0.31710 2.40859
H 3.05989 -0.76718 4.55175
H -0.91144 -3.14786 2.84583
H 0.72945 -5.06392 3.13404
H 2.81023 -5.05473 1.71397
C -0.38294 0.85717 1.26208
Ge -0.57604 1.94845 -0.26671
C -0.10006 0.85678 -1.87639
C 0.99799 1.10471 -2.69917
C 1.32436 0.25174 -3.74013
C 0.54924 -0.87533 -3.99108
C -0.57596 -1.11580 -3.22443
C -0.90229 -0.25106 -2.17939
C 0.18271 3.80000 -0.33582
C 0.03360 4.61205 -1.45740
C 0.45729 5.93347 -1.44677
C 1.02507 6.47275 -0.29939
C 1.17968 5.67419 0.82692
C 0.76832 4.34858 0.80192
C -2.48306 2.42711 -0.86311
C -3.40011 2.86731 0.09256
C -4.70872 3.18497 -0.24200
C -5.14132 3.05576 -1.55505
C -4.24956 2.61833 -2.52403
C -2.93680 2.31712 -2.17888
H -0.49570 1.27469 2.26005
H 1.61897 1.96768 -2.49730
H 2.20161 0.45619 -4.34201
H 0.81794 -1.55698 -4.78962
H -1.21456 -1.96109 -3.45022
H -1.85943 -0.36938 -1.67651
H -0.43218 4.19956 -2.34767
H 0.33991 6.54710 -2.33381
H 1.33933 7.51021 -0.28082
H 1.62415 6.09414 1.72281
H 0.90487 3.71247 1.67090
H -3.07936 2.93283 1.12719
H -5.39652 3.52285 0.52581
H -6.16616 3.28917 -1.82274
H -4.58019 2.50574 -3.55178
H -2.25150 1.99634 -2.95541
```

Löwdin atomic charge list, values in e, 6 entries: atom 1 (Ti): 0.650, atom 2 (S): 0.497, atom 3 (C): -1.125, atom 4 (N): -0.131, atom 5 (C): -0.318, atom 6 (C): -0.041

***

The following is a DFT calculation (ωB97M-V with the def2-TZVPD basis set) of C36H29N13O4S3W as an isolated structure.

Summary:
* maximum force: 0.33 eV/A
* Kohn-Sham gap (spin up / spin down): 0.2234 / 0.2234 Ha
* HOMO (spin up / spin down): -7.25 / -7.24 eV
* E_LUMO (spin up / spin down): -1.165 / -1.165 eV

```
86
C36H29N13O4S3W | the OMol25 dataset | ωB97M-V with the def2-TZVPD basis set
W 0.39266 0.20048 -0.40325
C -2.78674 0.66134 2.62042
C -1.91315 0.69002 1.41537
N -0.77113 0.09479 1.34127
N -0.24742 -0.52382 2.46055
C 1.03888 -0.61445 2.28573
O 1.63173 -0.18284 1.21431
C 1.88715 -1.17883 3.35625
C 1.32113 -1.65570 4.53548
C 2.13751 -2.14123 5.54304
C 3.51790 -2.15381 5.37682
C 4.08102 -1.68701 4.19718
C 3.26709 -1.19915 3.18614
C -2.18397 1.59876 0.29715
C -3.29130 2.43180 0.25019
C -3.36707 3.39593 -0.74268
C -2.33488 3.51392 -1.65842
C -1.26833 2.63679 -1.57193
N -1.21190 1.69429 -0.63520
H -2.46470 -0.12761 3.29268
H -3.83050 0.50448 2.34596
H -2.70962 1.62098 3.13886
H 0.24625 -1.63219 4.65096
H 1.69951 -2.51438 6.45982
H 4.15334 -2.53932 6.16429
H 5.15509 -1.70372 4.06389
H 3.68946 -0.82372 2.26429
H -4.05860 2.34765 1.00527
H -4.21979 4.06001 -0.78970
H -2.35494 4.25681 -2.44199
H -0.44740 2.65493 -2.27499
N 4.54377 1.98228 5.84486
C 3.68179 2.32206 4.81311
C 4.08761 3.19874 3.80267
C 3.22384 3.54262 2.78087
C 1.93972 3.01052 2.75906
C 1.51100 2.16893 3.77934
C 2.37385 1.83187 4.80156
S 0.85770 3.35638 1.42287
O 1.17339 4.64309 0.88197
O -0.48535 3.09399 1.87154
N 1.17294 2.20601 0.28575
C 2.37286 2.12198 -0.32359
N 3.38006 2.99224 -0.28941
C 4.36028 2.75763 -1.14974
C 4.36368 1.69753 -2.05368
C 3.33162 0.79102 -1.94613
N 2.38720 0.97212 -1.02672
H 5.52460 2.09927 5.65045
H 4.33826 1.11120 6.30750
H 5.09003 3.60977 3.82454
H 3.53125 4.21386 1.99180
H 0.50285 1.77686 3.76138
H 2.04514 1.16815 5.59238
H 5.18009 3.46795 -1.13148
H 5.14219 1.57173 -2.78949
H 3.25165 -0.09057 -2.56918
S 0.84261 0.54138 -5.26201
C 0.61494 0.43169 -3.67499
N 0.45209 0.36579 -2.51379
N -1.16933 -3.00383 0.33083
C 0.12578 -3.12507 -0.02832
N 0.95808 -2.14384 -0.28862
C 2.26173 -2.66790 -0.42907
C 3.45225 -1.95202 -0.48361
C 4.65252 -2.62550 -0.63109
C 4.69913 -4.01501 -0.70227
C 3.53513 -4.74781 -0.56834
C 2.34049 -4.06281 -0.41217
S 0.77859 -4.73589 -0.09159
H -1.62210 -2.14170 0.05823
H -1.72909 -3.83884 0.29722
H 3.44398 -0.88808 -0.34648
H 5.57240 -2.05614 -0.67709
H 5.64528 -4.52337 -0.82949
H 3.55356 -5.82954 -0.57278
N -3.05144 -0.08471 -2.33923
C -1.96980 -0.88184 -2.20476
O -1.31133 -0.78848 -1.07522
C -1.65316 -1.79278 -3.20195
C -0.48990 -2.59896 -3.15470
N 0.45886 -3.25162 -3.12280
C -2.52695 -1.86417 -4.31852
N -3.32162 -1.85213 -5.15407
H -3.61230 -0.13742 -3.17372
H -3.30796 0.54625 -1.60274
```

Löwdin atomic charge list, values in e, 6 entries: atom 1 (W): 1.756, atom 2 (C): -0.003, atom 3 (C): -0.265, atom 4 (N): -0.088, atom 5 (N): 0.131, atom 6 (C): -0.426